22
Properties=species:S:1:pos:R:3:nbo_charge:R:1 method="wB97M-V/def2-TZVPD" total_charge=+1 relative_energy_kj_mol=299.14 mol_weight_g_mol=120.172 lumo_energy_ev=-4.22 fmax_ha_per_bohr=0.0904 e_homo_ev=-14.497
C -0.840 -1.431 1.533 -0.088
O -0.622 -2.042 0.249 -0.781
C -1.133 0.092 1.312 -0.423
C 0.131 1.050 1.284 -0.425
C 1.369 0.879 0.276 -0.250
C 1.220 -0.209 -2.047 0.148
N 1.079 -0.160 -0.711 -0.438
H -1.698 -1.918 2.059 0.205
H 0.096 -1.737 2.049 0.191
H -1.136 -2.933 0.276 0.515
H -1.781 0.447 2.031 0.241
H -1.526 0.274 0.332 0.206
H -0.070 2.128 1.265 0.242
H 0.743 0.969 2.281 0.225
H 1.677 1.874 -0.245 0.240
H 2.357 0.575 0.758 0.242
H 1.036 -1.087 -2.652 0.233
H 1.767 0.626 -2.514 0.224
H 0.708 -1.030 -0.269 0.459
H -1.509 1.380 -1.732 0.491
H -1.145 0.950 -3.166 0.489
O -0.725 1.303 -2.369 -0.948

---

60
Properties=species:S:1:pos:R:3:nbo_charge:R:1 method="wB97M-V/def2-TZVPD" total_charge=+1 relative_energy_kj_mol=0.00 mol_weight_g_mol=658.744 lumo_energy_ev=-3.15 fmax_ha_per_bohr=0.0063 e_homo_ev=-10.329
Ir 0.195 -0.297 -0.125 0.455
C 2.789 0.767 2.199 -0.962
P 1.695 -0.557 1.583 1.146
C 2.904 -1.910 1.443 -0.946
C 0.713 -1.101 3.020 -0.359
C 1.184 -1.080 4.329 -0.132
C 0.419 -1.622 5.350 -0.194
C -0.815 -2.194 5.071 -0.180
C -1.295 -2.212 3.771 -0.176
C -0.535 -1.659 2.745 -0.391
P -1.090 -1.665 1.018 1.385
C -2.821 -1.155 1.015 -0.982
C -1.118 -3.410 0.557 -0.984
H 3.577 0.316 2.802 0.250
H 2.264 1.497 2.809 0.243
H 3.251 1.275 1.352 0.263
H 3.332 -2.104 2.427 0.238
H 3.699 -1.629 0.754 0.249
H 2.429 -2.806 1.055 0.264
H 2.147 -0.640 4.560 0.213
H 0.788 -1.605 6.367 0.233
H -1.405 -2.625 5.869 0.234
H -2.264 -2.651 3.566 0.222
H -3.428 -1.928 1.489 0.248
H -3.141 -1.022 -0.018 0.279
H -2.934 -0.214 1.551 0.259
H -1.708 -3.964 1.289 0.250
H -0.104 -3.807 0.533 0.261
H -1.557 -3.517 -0.435 0.274
O -1.263 -0.365 -1.562 -0.792
C -1.924 0.579 -2.185 0.460
C -2.733 0.182 -3.271 -0.293
C -3.455 1.098 -3.995 -0.158
C -3.405 2.458 -3.675 -0.255
C -2.638 2.862 -2.612 -0.146
C -1.902 1.946 -1.837 -0.258
C -1.157 2.418 -0.686 0.426
N -0.311 1.744 0.103 -0.586
C 0.165 2.640 1.045 -0.067
C -0.393 3.850 0.840 -0.075
N -1.221 3.693 -0.245 -0.495
H -2.746 -0.871 -3.520 0.227
H -4.062 0.763 -4.826 0.225
H -3.957 3.181 -4.258 0.226
H -2.597 3.921 -2.390 0.192
H 0.865 2.349 1.801 0.214
H -0.283 4.787 1.354 0.242
H -1.788 4.412 -0.658 0.434
S 1.091 -2.074 -1.319 -0.052
C 1.782 -0.788 -2.319 -0.277
C 1.037 -0.266 -3.383 -0.200
C 1.580 0.711 -4.202 -0.200
C 2.865 1.183 -3.965 -0.181
C 3.609 0.678 -2.907 -0.235
C 3.071 -0.300 -2.085 -0.150
H 0.037 -0.641 -3.553 0.241
H 1.002 1.100 -5.030 0.226
H 3.289 1.943 -4.608 0.225
H 4.615 1.038 -2.730 0.223
H 3.657 -0.712 -1.274 0.203

---

17
Properties=species:S:1:pos:R:3:nbo_charge:R:1 method="wB97M-V/def2-TZVPD" total_charge=-1 relative_energy_kj_mol=82.76 mol_weight_g_mol=175.254 lumo_energy_ev=2.91 fmax_ha_per_bohr=0.0927 e_homo_ev=-3.131
C -0.423 -1.111 -1.208 -0.225
C -1.121 -2.194 -1.610 -0.418
C -2.318 -0.886 0.092 -0.430
C -1.103 -0.331 -0.222 -0.127
C 1.421 1.010 0.576 -0.599
C -0.665 0.952 0.235 -0.406
O -0.271 3.512 -0.471 -1.056
O 0.254 1.800 -2.165 -1.061
S -2.652 -2.316 -0.817 0.350
S -0.746 2.304 -1.190 1.495
H 0.532 -0.819 -1.602 0.245
H -0.853 -2.944 -2.329 0.218
H -3.071 -0.500 0.750 0.222
H 1.489 1.644 1.440 0.191
H 1.749 1.443 -0.350 0.228
H 1.681 -0.027 0.734 0.175
H -1.110 1.345 1.138 0.199